[1]
This record from the Open Molecules 2025 dataset describes a structure of composition C51H87GaGeN5P4. The level of theory is ωB97M-V/def2-TZVPD.

Values from the calculation:
Lowest unoccupied orbital energy (alpha / beta)   -0.1458 / -0.2119 Eh
Charge   +2
Spin multiplicity   2
Largest force on an atom   0.86 eV/Å

Geometry (Å):
Ga (0.367, -0.511, -0.007)
C (3.695, 0.842, -2.187)
C (4.076, 0.239, -0.840)
C (5.395, 0.893, -0.399)
P (2.760, 0.324, 0.462)
C (3.065, 2.024, 1.079)
N (2.072, 2.626, 1.941)
Ge (0.332, 2.032, 2.116)
N (-0.216, 1.153, 3.653)
C (-0.570, -0.243, 3.702)
P (-0.966, -1.008, 2.083)
C (-0.867, -2.783, 2.539)
C (-1.645, -3.137, 3.809)
C (0.594, -3.206, 2.702)
C (-2.715, -0.559, 1.667)
C (-3.697, -1.732, 1.592)
C (-3.289, 0.543, 2.564)
C (0.316, 1.719, 4.825)
C (0.555, 1.049, 6.017)
C (1.130, 1.736, 7.086)
C (1.477, 3.070, 6.975)
C (1.224, 3.748, 5.786)
C (0.633, 3.069, 4.746)
N (0.266, 3.671, 3.471)
C (1.240, 4.610, 2.946)
C (1.222, 5.964, 3.190)
C (2.239, 6.758, 2.671)
C (3.247, 6.169, 1.930)
C (3.245, 4.801, 1.666)
C (2.218, 4.008, 2.164)
C (-1.112, 4.134, 3.409)
C (-1.732, 4.841, 4.415)
C (-3.043, 5.271, 4.234)
C (-3.697, 4.978, 3.051)
C (-3.074, 4.237, 2.049)
C (-1.769, 3.798, 2.231)
N (-1.047, 3.002, 1.328)
C (-1.739, 2.576, 0.144)
P (-0.794, 1.473, -0.971)
C (-2.064, 1.134, -2.269)
C (-2.751, 2.413, -2.768)
C (-3.133, 0.134, -1.830)
C (0.517, 2.523, -1.743)
C (0.612, 2.333, -3.259)
C (0.434, 4.009, -1.381)
C (3.270, -0.885, 1.761)
C (2.760, -0.412, 3.122)
C (4.744, -1.273, 1.863)
H (4.523, 0.691, -2.884)
H (3.544, 1.922, -2.108)
H (2.813, 0.397, -2.622)
H (4.231, -0.832, -0.968)
H (5.328, 1.980, -0.478)
H (6.181, 0.572, -1.085)
H (5.717, 0.642, 0.607)
H (3.222, 2.619, 0.167)
H (4.037, 1.989, 1.586)
H (-1.453, -0.390, 4.335)
H (0.222, -0.870, 4.132)
H (-1.299, -3.311, 1.689)
H (-1.238, -2.622, 4.682)
H (-1.533, -4.207, 3.993)
H (-2.711, -2.924, 3.747)
H (1.023, -2.785, 3.615)
H (1.194, -2.917, 1.849)
H (0.647, -4.291, 2.794)
H (-2.620, -0.168, 0.658)
H (-3.998, -2.063, 2.586)
H (-3.315, -2.588, 1.037)
H (-4.600, -1.386, 1.085)
H (-3.549, 0.140, 3.546)
H (-4.214, 0.919, 2.119)
H (-2.619, 1.383, 2.725)
H (0.297, 0.004, 6.133)
H (1.310, 1.210, 8.014)
H (1.936, 3.588, 7.806)
H (1.488, 4.793, 5.675)
H (0.421, 6.401, 3.775)
H (2.243, 7.823, 2.857)
H (4.054, 6.777, 1.541)
H (4.051, 4.374, 1.085)
H (-1.202, 5.051, 5.337)
H (-3.540, 5.832, 5.013)
H (-4.713, 5.320, 2.900)
H (-3.616, 4.012, 1.139)
H (-1.982, 3.440, -0.485)
H (-2.690, 2.067, 0.354)
H (-1.487, 0.699, -3.089)
H (-3.460, 2.789, -2.028)
H (-3.322, 2.178, -3.668)
H (-2.061, 3.218, -3.015)
H (-3.783, 0.564, -1.064)
H (-2.724, -0.799, -1.456)
H (-3.765, -0.107, -2.686)
H (1.430, 2.125, -1.303)
H (-0.256, 2.740, -3.776)
H (0.725, 1.291, -3.558)
H (1.486, 2.877, -3.622)
H (-0.423, 4.490, -1.858)
H (1.330, 4.506, -1.759)
H (0.375, 4.187, -0.307)
H (2.721, -1.776, 1.456)
H (3.270, 0.498, 3.445)
H (2.942, -1.182, 3.874)
H (1.695, -0.196, 3.113)
H (5.356, -0.459, 2.256)
H (5.168, -1.611, 0.917)
H (4.823, -2.100, 2.571)
C (-2.174, -3.447, -0.930)
C (-1.361, -3.537, -2.230)
C (-1.876, -2.417, -3.146)
C (-1.673, -4.873, -2.920)
P (0.453, -3.233, -1.834)
N (0.637, -2.155, -0.684)
C (1.340, -2.759, -3.418)
C (0.994, -3.578, -4.671)
C (2.847, -2.909, -3.157)
C (1.078, -1.279, -3.721)
C (1.194, -4.837, -1.200)
C (2.480, -4.543, -0.405)
C (1.525, -5.894, -2.265)
C (0.190, -5.457, -0.214)
H (-3.235, -3.377, -1.185)
H (-1.901, -2.560, -0.357)
H (-2.048, -4.318, -0.289)
H (-2.968, -2.457, -3.157)
H (-1.543, -2.534, -4.174)
H (-1.580, -1.430, -2.796)
H (-2.738, -4.883, -3.172)
H (-1.488, -5.735, -2.282)
H (-1.122, -5.007, -3.849)
H (1.130, -4.648, -4.536)
H (1.666, -3.266, -5.475)
H (-0.022, -3.404, -5.023)
H (3.167, -3.948, -3.184)
H (3.132, -2.487, -2.194)
H (3.393, -2.382, -3.944)
H (0.132, -1.107, -4.223)
H (1.866, -0.911, -4.383)
H (1.100, -0.687, -2.807)
H (3.339, -4.351, -1.042)
H (2.717, -5.424, 0.196)
H (2.351, -3.699, 0.266)
H (2.367, -5.604, -2.892)
H (0.683, -6.142, -2.908)
H (1.817, -6.811, -1.747)
H (-0.155, -4.732, 0.515)
H (0.692, -6.264, 0.324)
H (-0.673, -5.894, -0.712)

---

[2]
This record from the Open Molecules 2025 dataset describes a structure of composition C34H30BN5O2STc. The level of theory is ωB97M-V/def2-TZVPD.

Values from the calculation:
Lowest unoccupied orbital energy (alpha / beta)   -0.1994 / -0.2489 Eh
Charge   +2
Spin multiplicity   4
Largest force on an atom   0.15 eV/Å

Geometry (Å):
Tc (-0.101, 0.310, 0.337)
C (-1.917, 1.688, 2.635)
N (-0.990, 0.547, 2.598)
C (-1.745, -0.694, 2.825)
C (-2.659, -0.919, 1.649)
C (-3.884, -1.540, 1.803)
C (-4.711, -1.696, 0.701)
C (-4.291, -1.194, -0.520)
C (-3.053, -0.590, -0.602)
N (-2.229, -0.468, 0.454)
C (0.079, 0.752, 3.587)
C (1.146, -0.310, 3.535)
C (2.005, -0.478, 4.611)
C (2.990, -1.447, 4.533)
C (3.067, -2.225, 3.388)
C (2.166, -1.989, 2.368)
N (1.222, -1.044, 2.426)
C (-1.548, 2.754, 1.651)
C (-1.984, 4.053, 1.849)
C (-1.689, 5.021, 0.908)
C (-0.942, 4.658, -0.201)
C (-0.531, 3.352, -0.328)
N (-0.836, 2.391, 0.571)
H (-1.970, 2.113, 3.641)
H (-2.924, 1.343, 2.393)
H (-2.333, -0.640, 3.748)
H (-1.045, -1.523, 2.925)
H (-4.189, -1.885, 2.782)
H (-5.672, -2.181, 0.801)
H (-4.909, -1.264, -1.403)
H (-2.703, -0.179, -1.537)
H (-0.345, 0.796, 4.598)
H (0.531, 1.727, 3.383)
H (1.899, 0.140, 5.493)
H (3.677, -1.600, 5.354)
H (3.808, -3.006, 3.287)
H (2.199, -2.589, 1.467)
H (-2.547, 4.292, 2.741)
H (-2.023, 6.041, 1.044)
H (-0.666, 5.376, -0.959)
H (0.078, 3.057, -1.166)
C (-0.699, -3.020, -0.222)
C (0.663, -2.594, -0.663)
C (1.476, -3.561, -1.289)
C (2.751, -3.259, -1.651)
C (3.262, -1.978, -1.366)
C (4.600, -1.627, -1.659)
C (5.072, -0.385, -1.347)
C (4.220, 0.553, -0.742)
C (2.914, 0.237, -0.456)
S (1.864, 1.444, 0.250)
C (2.401, -1.043, -0.759)
N (1.092, -1.355, -0.437)
H (-0.756, -4.106, -0.203)
H (-1.468, -2.662, -0.907)
H (-0.914, -2.651, 0.779)
H (1.062, -4.544, -1.463)
H (3.384, -3.993, -2.135)
H (5.239, -2.364, -2.128)
H (6.096, -0.113, -1.565)
H (4.592, 1.541, -0.502)
O (-1.337, 1.320, -2.363)
B (-0.293, 0.617, -1.785)
O (0.589, 0.155, -2.740)
C (0.096, 0.614, -3.954)
C (0.616, 0.440, -5.215)
C (-0.102, 1.020, -6.258)
C (-1.277, 1.731, -6.030)
C (-1.792, 1.898, -4.747)
C (-1.070, 1.319, -3.729)
H (1.530, -0.111, -5.384)
H (0.263, 0.915, -7.270)
H (-1.802, 2.165, -6.869)
H (-2.703, 2.449, -4.561)

---

no.,energy (eV)
1,-207787.3416
2,-60991.9767